No. 1
{"formula": "C16H21AsCl2N3RuSSi2", "method": "the ωB97M-V functional and the def2-TZVPD basis", "charge": 1, "homo_lumo_gap_ha": [0.21589, 0.20324], "elements": ["Ru", "Cl", "C", "C", "C", "C", "C", "Cl", "C", "S", "H", "H", "H", "N", "C", "C", "C", "N", "C", "N", "C", "Si", "C", "C", "As", "Si", "C", "C", "C", "H", "H", "H", "H", "H", "H", "H", "H", "H", "H", "H", "H", "H", "H", "H", "H", "H", "H"], "coordinates": [[-0.972510, -0.489648, 0.943629], [-0.677517, 1.076249, 2.713155], [-1.251635, 2.598558, 1.998938], [-1.163777, 3.729530, 2.782899], [-1.596637, 4.925015, 2.233090], [-2.089711, 4.958186, 0.935038], [-2.158172, 3.798684, 0.183436], [-2.763810, 3.868306, -1.431842], [-1.744060, 2.563931, 0.701295], [-1.882397, 1.116771, -0.295839], [-0.772282, 3.677933, 3.788900], [-1.548473, 5.834248, 2.814761], [-2.425994, 5.886497, 0.495549], [-2.368017, -1.722906, 0.630595], [-2.838479, -2.666972, 0.102518], [-3.311482, -3.788986, -0.468037], [-4.232087, -3.714184, -1.552058], [-4.959420, -3.627683, -2.437328], [-2.811315, -5.028752, 0.025118], [-2.353339, -5.988507, 0.462684], [1.482376, 2.204906, -1.282387], [1.169171, 0.690153, -2.324514], [-0.195325, 0.839930, -3.572251], [2.729602, -0.041767, -3.031151], [0.514236, -1.040750, -0.701787], [1.741385, -2.054077, 1.116696], [0.328231, -2.765636, 2.120576], [2.958777, -3.318759, 0.512035], [2.586617, -0.639701, 2.007750], [1.826212, 3.003030, -1.946851], [2.262350, 2.040352, -0.538127], [0.577095, 2.547583, -0.782701], [0.185296, 1.477947, -4.376065], [-1.095289, 1.301510, -3.170171], [-0.455712, -0.121095, -4.016637], [3.155322, 0.646029, -3.765514], [2.532949, -0.986367, -3.540454], [3.487833, -0.213711, -2.265676], [-0.233485, -3.538812, 1.594042], [-0.394299, -2.017971, 2.502551], [0.749681, -3.214829, 3.024309], [2.486484, -4.122914, -0.051766], [3.473107, -3.758650, 1.369605], [3.712717, -2.857645, -0.128226], [1.943802, -0.203019, 2.772004], [2.911427, 0.159318, 1.340450], [3.480556, -1.021326, 2.507759]], "forces_ev_per_angstrom": [[-0.1, -0.3, 0.2], [0.0, 0.1, -0.3], [0.0, -0.2, -0.1], [0.0, 0.1, 0.0], [0.0, 0.0, 0.0], [0.0, -0.1, 0.0], [0.0, 0.0, 0.0], [0.0, 0.0, 0.0], [0.1, 0.0, 0.1], [-0.1, 0.2, 0.1], [0.0, 0.0, 0.0], [0.0, 0.0, 0.0], [0.0, 0.0, 0.0], [-0.2, -0.2, 0.0], [0.1, 0.0, -0.1], [0.0, 0.1, 0.0], [0.0, 0.0, 0.0], [0.0, 0.0, 0.0], [0.0, 0.0, 0.1], [0.0, 0.0, 0.0], [0.0, -0.1, -0.1], [0.0, 0.0, 0.0], [0.1, 0.0, 0.0], [-0.1, 0.0, 0.1], [0.1, 0.3, 0.4], [0.3, 0.0, -0.1], [0.0, 0.1, -0.2], [-0.1, 0.0, -0.1], [0.1, -0.1, 0.0], [0.0, 0.0, 0.0], [0.0, 0.0, 0.0], [0.0, 0.0, 0.0], [0.0, 0.0, 0.0], [0.0, 0.0, 0.0], [0.0, 0.0, 0.0], [0.0, 0.0, 0.0], [0.0, 0.0, 0.0], [0.0, 0.0, 0.0], [0.0, 0.0, 0.0], [-0.1, 0.0, 0.0], [0.0, 0.0, 0.1], [0.0, 0.0, 0.0], [0.0, 0.0, 0.0], [0.0, 0.0, 0.0], [0.0, 0.0, 0.0], [0.0, 0.0, 0.0], [0.0, 0.0, 0.0]], "mulliken_charge": [-0.057, -0.137, 1.306, -0.940, -0.350, -0.766, 0.318, -0.170, -0.278, 0.069, 0.454, 0.394, 0.443, -0.362, 0.417, 0.133, 0.012, -0.363, 0.050, -0.377, -0.672, 0.187, -0.913, -1.040, 0.246, 0.409, -0.794, -1.032, -0.925, 0.415, 0.305, 0.106, 0.355, 0.301, 0.360, 0.361, 0.339, 0.325, 0.262, 0.266, 0.396, 0.333, 0.359, 0.312, 0.301, 0.265, 0.376]}

No. 2
{"formula": "C16H21Cl2IN4O5S2Tl", "method": "the ωB97M-V functional and the def2-TZVPD basis", "charge": 1, "homo_lumo_gap_ha": 0.28090, "elements": ["Tl", "O", "S", "O", "O", "O", "C", "C", "O", "C", "C", "C", "C", "C", "C", "H", "H", "H", "H", "H", "H", "H", "H", "I", "C", "C", "N", "N", "C", "H", "H", "H", "Cl", "C", "Cl", "H", "H", "S", "C", "N", "C", "C", "C", "N", "H", "H", "H", "H", "H", "H", "H", "H"], "coordinates": [[-1.050335, -0.882573, 0.130812], [-1.385628, 2.970092, 1.568871], [-1.332465, 1.619526, 1.105234], [0.085973, 1.066092, 0.985626], [-2.007514, 0.595508, 1.970311], [-1.928022, 1.385604, -0.259134], [1.748543, -0.767522, 3.361406], [1.665234, -1.086784, 1.904629], [0.709766, -1.763182, 1.501143], [2.694675, -0.583294, 0.972995], [3.512178, 0.488521, 1.332793], [4.459857, 0.966314, 0.443615], [4.609670, 0.359669, -0.798582], [3.815379, -0.723342, -1.153132], [2.859117, -1.192763, -0.267397], [1.005383, -1.348270, 3.899770], [1.525608, 0.296128, 3.485844], [2.745741, -0.951068, 3.761211], [3.392460, 0.970195, 2.293818], [5.085003, 1.804816, 0.719355], [5.360945, 0.724800, -1.487122], [3.945451, -1.205012, -2.113246], [2.258701, -2.055161, -0.520370], [-2.507673, -5.801645, 3.738669], [-2.449452, -3.930155, 2.914142], [-3.008284, -2.767184, 3.413763], [-2.730115, -1.785054, 2.558193], [-2.016883, -2.245458, 1.518153], [-1.831372, -3.549514, 1.729291], [-3.580029, -2.583558, 4.308211], [-2.859854, -0.772544, 2.631073], [-1.269677, -4.155266, 1.040146], [-2.007487, -3.481340, -1.508880], [-3.277212, -2.546502, -2.344342], [-3.687690, -1.050474, -1.501186], [-4.158309, -3.173336, -2.385404], [-2.903676, -2.291536, -3.327451], [-0.133320, -0.608880, -2.126183], [-0.161019, 1.147884, -2.292879], [-0.872194, 1.646120, -3.286030], [-1.043406, 3.092505, -3.495375], [-0.844680, 3.794234, -2.165591], [0.496644, 3.388891, -1.584698], [0.593607, 1.918484, -1.543144], [-1.425560, 0.991876, -3.813985], [-2.046718, 3.247144, -3.885121], [-0.327540, 3.433917, -4.245046], [-1.638916, 3.499680, -1.480036], [-0.886182, 4.873480, -2.298647], [0.619888, 3.744770, -0.563893], [1.320905, 3.772259, -2.187684], [0.860509, 1.502914, -0.654534]], "forces_ev_per_angstrom": [[0.3, 0.5, 0.0], [0.1, -0.1, -0.1], [-0.3, -0.2, 0.1], [0.0, 0.0, 0.0], [0.0, 0.3, 0.1], [0.0, 0.1, 0.2], [0.1, 0.0, 0.0], [-0.1, 0.1, 0.0], [0.3, 0.0, -0.1], [0.0, 0.0, 0.2], [0.0, 0.1, 0.0], [0.0, 0.0, 0.0], [0.0, 0.0, 0.0], [0.0, 0.0, 0.0], [0.0, 0.0, -0.1], [0.0, 0.0, 0.0], [0.0, 0.0, 0.0], [0.0, 0.0, 0.0], [0.0, 0.0, 0.0], [0.0, 0.0, 0.0], [0.0, 0.0, 0.0], [0.0, 0.0, 0.0], [-0.1, 0.0, 0.0], [0.0, -0.2, 0.1], [0.0, 0.1, -0.1], [-0.1, 0.1, 0.0], [0.0, 0.0, 0.0], [-0.3, -0.2, 0.4], [0.1, -0.1, -0.1], [0.0, 0.0, 0.0], [0.0, 0.0, 0.0], [0.0, 0.0, 0.0], [-0.1, 0.0, -0.3], [0.0, -0.1, 0.0], [-0.1, 0.0, 0.1], [0.0, 0.0, 0.0], [0.0, 0.0, 0.0], [0.1, -0.3, -0.1], [0.3, 0.4, 0.1], [-0.1, -0.1, -0.1], [0.0, -0.1, 0.0], [-0.1, 0.0, 0.0], [0.0, -0.2, 0.0], [-0.1, -0.1, -0.3], [0.0, 0.0, 0.0], [0.0, 0.0, 0.0], [0.0, 0.0, 0.0], [0.0, 0.0, 0.0], [0.0, 0.0, 0.0], [-0.1, 0.0, 0.0], [0.0, 0.0, 0.0], [0.2, 0.0, 0.2]], "mulliken_charge": [1.050, -0.748, 0.885, -0.407, -0.749, -0.591, -1.659, 0.666, -0.621, 0.676, -0.386, -0.840, -0.382, -0.723, -0.165, 0.384, 0.376, 0.434, 0.397, 0.432, 0.437, 0.436, 0.589, 0.185, -0.846, -0.148, 0.187, 0.036, -0.188, 0.506, 0.273, 0.487, -0.064, -0.346, -0.013, 0.381, 0.311, -0.390, 0.587, -0.088, -0.749, -0.363, -0.674, 0.184, 0.246, 0.418, 0.303, 0.130, 0.428, 0.321, 0.435, -0.043]}

No. 3
{"formula": "C16H21ClN6O6Re", "method": "the ωB97M-V functional and the def2-TZVPD basis", "charge": 2, "homo_lumo_gap_ha": [0.24953, 0.24972], "multiplicity": 2, "elements": ["Re", "N", "N", "C", "O", "O", "H", "H", "H", "O", "C", "O", "C", "C", "Cl", "N", "N", "C", "C", "O", "O", "C", "C", "C", "C", "C", "C", "H", "H", "H", "H", "H", "H", "C", "C", "C", "C", "N", "N", "H", "H", "H", "H", "H", "H", "H", "H", "H", "H", "H", "H"], "coordinates": [[1.054235, -0.791100, 1.438771], [1.279163, -0.862848, 3.656356], [0.185575, -1.599974, 4.166262], [-0.616539, -2.288949, 3.280507], [-1.461547, -3.065870, 3.526632], [-0.323202, -1.881175, 1.964924], [2.156620, -1.348155, 3.860463], [1.322795, 0.027181, 4.152243], [0.211060, -1.901770, 5.131800], [5.007607, -1.827794, -2.786233], [3.789474, -2.139612, -3.202032], [3.574750, -2.676572, -4.245225], [2.625078, -1.799234, -2.306001], [1.280208, -1.949567, -2.681192], [0.602073, -2.519273, -4.099000], [0.496939, -1.578133, -1.644449], [1.267481, -1.174244, -0.618202], [2.542886, -1.320610, -1.005495], [3.545486, -0.920261, 0.003331], [4.717679, -0.831482, -0.130091], [2.914208, -0.589008, 1.199428], [-0.925807, -1.347218, -1.641727], [-1.726389, -2.098399, -0.796134], [-3.093276, -1.854271, -0.792704], [-3.630806, -0.895028, -1.639469], [-2.811231, -0.171234, -2.498526], [-1.442926, -0.392338, -2.504326], [5.053471, -1.405367, -1.914262], [-1.306102, -2.894234, -0.196122], [-3.738007, -2.438641, -0.150561], [-4.699127, -0.725735, -1.648875], [-3.238005, 0.559646, -3.172038], [-0.790208, 0.162459, -3.166985], [-0.925129, 3.781127, 1.370908], [-0.847981, 2.656673, 0.339209], [-1.985991, 1.652543, 0.527889], [-0.871221, 3.211664, -1.079100], [0.447040, 1.922880, 0.432197], [0.585998, 1.217363, 1.695015], [-1.894542, 4.275394, 1.325614], [-0.156138, 4.533837, 1.190435], [-0.809655, 3.408204, 2.395011], [-2.916029, 2.109451, 0.191835], [-2.167377, 1.380255, 1.575019], [-1.829661, 0.750244, -0.070136], [-1.754076, 3.835122, -1.213716], [-0.896610, 2.401851, -1.805894], [0.003048, 3.835854, -1.273905], [1.238447, 2.559007, 0.379095], [-0.309565, 1.303286, 2.192948], [1.265846, 1.704030, 2.286508]], "forces_ev_per_angstrom": [[0.1, 0.5, 0.2], [0.0, 0.0, 0.0], [-0.1, 0.0, -0.1], [0.1, 0.1, 0.1], [0.0, 0.0, 0.0], [0.0, -0.3, -0.1], [0.0, 0.0, 0.0], [0.0, 0.0, 0.0], [0.0, 0.0, 0.0], [0.1, 0.0, -0.1], [-0.1, -0.1, 0.0], [0.0, 0.0, 0.0], [0.0, 0.0, 0.0], [0.0, -0.1, 0.1], [0.0, 0.0, 0.0], [0.0, 0.4, -0.2], [-0.1, -0.2, 0.3], [0.1, -0.1, -0.3], [0.0, 0.1, 0.0], [-0.1, 0.0, 0.0], [0.1, -0.2, 0.1], [-0.1, -0.2, 0.1], [0.0, 0.0, -0.1], [0.0, 0.0, 0.0], [0.0, 0.0, 0.0], [0.0, 0.0, 0.0], [0.0, 0.1, 0.0], [0.0, 0.0, 0.0], [0.0, 0.0, 0.0], [0.0, 0.0, 0.0], [0.0, 0.0, 0.0], [0.0, 0.0, 0.0], [0.0, 0.0, 0.0], [0.0, -0.1, 0.0], [-0.1, 0.1, 0.0], [0.0, 0.0, 0.0], [0.0, 0.0, 0.0], [0.1, -0.3, 0.0], [0.0, 0.1, -0.1], [0.0, 0.0, 0.0], [0.0, 0.0, 0.0], [0.0, 0.0, 0.0], [0.0, 0.0, 0.0], [0.0, 0.0, 0.0], [0.0, 0.1, 0.1], [0.0, 0.0, 0.0], [0.0, 0.0, 0.0], [0.0, 0.0, 0.0], [-0.1, 0.1, -0.1], [0.0, -0.1, 0.0], [0.0, -0.1, 0.0]], "mulliken_charge": [1.617, -0.514, -0.177, 0.523, -0.415, -0.445, 0.352, 0.337, 0.279, -0.486, 0.498, -0.479, -0.288, 0.162, -0.031, 0.176, 0.003, 0.426, 1.020, -0.546, -0.553, 0.031, -0.186, -0.878, -0.590, -0.783, -0.128, 0.372, 0.628, 0.484, 0.460, 0.454, 0.597, -1.638, 1.266, -1.771, -1.570, -0.414, -0.706, 0.440, 0.410, 0.331, 0.486, 0.470, 0.479, 0.443, 0.216, 0.450, 0.367, 0.331, 0.488]}

Energy relative to the best compared isomer or geometry (same formula, charge and spin), respectively: 0.000; 0.199; 0.000 eV.
Electronic energy, respectively: -5014.5202; -3404.2661; -1940.1538 a.u..